Entry 1:
ORCA calculation (the ωB97M-V functional and the def2-TZVPD basis) on a cluster of 2 separate species, CH3O2S in total.

Output
HOMO = -0.113 Ha
Kohn-Sham gap = 7.410 eV
energy above the lowest of the compared OMol25 structures with the same formula, charge and spin = 92.2 kcal/mol
net charge = -1

Each line ends with the Löwdin charge.
Atoms and positions in Å:
C  -0.4877  -0.8883  0.1621  -0.422
O  0.1043  1.2763  1.3566  -0.443
O  1.8312  0.3002  0.0210  -0.466
S  0.4110  0.4626  0.2119  0.334
H  -0.2660  -1.6094  -0.6945  0.001
H  -1.5988  -0.8337  0.3426  -0.007
H  0.0058  1.2923  -1.3997  0.004

Atoms 1-2, force components in eV/Å:
-1.2337 -2.2124 -1.0102
-1.0318 1.0884 0.1230


Entry 2:
ORCA calculation (the ωB97M-V functional and the def2-TZVPD basis) on an isolated molecule of C5H7Br.

Output
HOMO (spin up / spin down) = -0.220 / -0.367 Ha
2S+1 = 3
Kohn-Sham gap (spin up / spin down) = 6.962 / 8.410 eV
energy above the lowest of the compared OMol25 structures with the same formula, charge and spin = 21.4 kcal/mol
⟨S²⟩ = 2.008
net charge = 0

Each line ends with the Löwdin charge.
Atoms and positions in Å:
C  -0.4265  -0.8646  -0.0062  -0.224
C  -1.4518  0.0719  -0.1438  -0.680
C  -0.2378  0.3114  -0.9653  -0.279
C  0.3915  -1.5788  0.9840  -0.075
C  0.6779  1.4390  -0.4881  -0.065
Br  -3.2720  0.4835  -0.0760  0.693
H  -0.3084  0.0911  -1.9708  0.105
H  0.3761  -2.7060  0.8288  0.104
H  0.0433  -1.2742  1.9785  0.077
H  1.3669  -1.0572  0.9650  0.070
H  1.6278  0.9814  0.0509  0.101
H  0.1086  2.1533  0.2117  0.105
H  1.1043  1.9492  -1.3687  0.067

Atoms 1-2, force components in eV/Å:
1.1453 -2.2493 -1.5779
-1.3306 2.7661 0.5459


Entry 3:
ORCA calculation (the ωB97M-V functional and the def2-TZVPD basis) on an isolated molecule of C3H4N2O.

Output
HOMO = -0.380 Ha
Kohn-Sham gap = 10.427 eV
energy above the lowest of the compared OMol25 structures with the same formula, charge and spin = 52.8 kcal/mol
net charge = 0

Each line ends with the Löwdin charge.
Atoms and positions in Å:
O  -1.7217  -1.0707  0.0181  0.033
C  -0.4971  -0.4649  -0.1527  -0.436
C  -0.3199  0.9909  -0.3588  -0.069
N  0.9028  1.3264  -0.1088  0.081
C  1.4941  0.1414  0.3648  -0.230
N  0.7309  -0.8823  0.5320  0.104
H  -2.1283  -0.8282  0.8585  0.109
H  0.0414  -1.0066  -0.9653  0.180
H  -1.0662  1.6999  -0.7136  0.121
H  2.5641  0.0941  0.5259  0.108

Atoms 1-2, force components in eV/Å:
0.0429 -0.0087 0.4017
0.5490 -0.4828 -0.4823


Entry 4:
ORCA calculation (the ωB97M-V functional and the def2-TZVPD basis) on the ion CH6N3S with charge +1.

Output
HOMO = -0.462 Ha
Kohn-Sham gap = 8.528 eV
energy above the lowest of the compared OMol25 structures with the same formula, charge and spin = 58.7 kcal/mol
net charge = +1

Each line ends with the Löwdin charge.
Atoms and positions in Å:
N  -0.6180  1.2195  -0.2878  0.126
C  0.2095  0.1880  0.0405  -0.778
N  -0.4280  -1.2014  -0.2797  0.239
N  1.1253  0.1395  1.0306  -0.353
S  2.1669  -0.0164  -0.3921  0.750
H  -1.3259  0.9038  -0.9936  0.133
H  -0.4216  2.2363  -0.0205  0.179
H  -0.1959  -1.5355  -1.1728  0.127
H  -1.4688  -1.0110  -0.2097  0.183
H  -0.3923  -1.9088  0.4657  0.183
H  1.3490  0.9861  1.8193  0.210

Atoms 1-2, force components in eV/Å:
-0.9935 -0.3932 -0.3823
2.4125 0.2355 -0.0440


Entry 5:
ORCA calculation (the ωB97M-V functional and the def2-TZVPD basis) on a structure of composition C28H55AsF15O16V.

Output
HOMO = -0.313 Ha
Kohn-Sham gap = 5.624 eV
net charge = 0

Each line ends with the Löwdin charge.
Atoms and positions in Å:
O  3.4843  3.4691  -0.8956  -0.241
V  2.1136  3.8131  -1.6054  1.083
O  2.0602  2.9452  -2.9784  -0.272
As  0.4581  0.3430  -0.2466  1.025
F  1.4647  0.1336  1.2824  -0.278
F  -0.9793  1.0751  0.6580  -0.284
F  -0.3676  0.4672  -1.8307  -0.253
F  1.8391  -0.4037  -1.1299  -0.264
F  -0.2123  -1.2668  0.0274  -0.250
F  1.0639  2.0556  -0.5728  -0.304
C  5.7178  -7.8600  -0.9950  -0.122
O  5.1117  -6.6020  -0.8090  -0.175
C  5.1562  -5.8062  -1.9932  -0.201
C  4.5877  -4.4529  -1.6723  -0.224
O  4.4909  -3.6568  -2.8252  -0.191
C  4.0846  -2.2992  -2.5852  -0.075
H  4.9762  -8.6091  -1.2725  0.084
H  6.2397  -8.2264  -0.1110  0.084
H  6.4609  -7.8670  -1.7924  0.080
H  4.5396  -6.3018  -2.7431  0.118
H  6.1699  -5.7777  -2.3929  0.125
H  5.2465  -3.9535  -0.9619  0.131
H  3.5565  -4.5571  -1.3349  0.098
H  4.4310  -1.7241  -3.4438  0.094
H  4.4813  -1.9802  -1.6213  0.087
H  3.0017  -2.1775  -2.6102  0.052
C  -1.2848  -2.6743  -2.9644  -0.072
O  -1.3363  -2.0749  -4.2535  -0.196
C  -0.8474  -0.7794  -4.3699  -0.235
C  0.7038  -0.6447  -4.3169  -0.155
O  1.2867  -1.4939  -5.3391  -0.189
C  1.3198  -2.9151  -5.2108  -0.100
H  -1.8465  -3.5891  -3.1535  0.095
H  -1.9263  -2.0767  -2.3168  0.082
H  -0.2804  -2.8804  -2.5945  0.078
H  -1.4854  -0.1160  -3.7861  0.097
H  -1.0412  -0.4126  -5.3779  0.116
H  1.1219  -1.0398  -3.3911  0.079
H  0.8953  0.4192  -4.4567  0.116
H  2.0937  -3.2742  -5.8892  0.088
H  0.4332  -3.4140  -5.6019  0.082
H  1.5731  -3.2476  -4.2041  0.067
C  1.3112  3.9657  1.5822  -0.049
O  1.2839  4.6189  0.3110  -0.275
C  0.1607  5.4934  0.1788  -0.154
C  -0.8673  4.8613  -0.7383  -0.165
O  -0.2116  4.4963  -1.9648  -0.244
C  -1.1457  3.8946  -2.8448  -0.061
H  1.2144  4.5818  2.4762  0.108
H  2.1725  3.2981  1.6069  0.105
H  0.4013  3.3686  1.6436  0.068
H  0.4484  6.4175  -0.3225  0.132
H  -0.2807  5.8809  1.0970  0.134
H  -1.6741  5.5705  -0.9229  0.143
H  -1.3091  4.0447  -0.1673  0.131
H  -0.6768  3.3745  -3.6801  0.100
H  -1.7449  4.7627  -3.1198  0.100
H  -1.8399  3.1903  -2.3864  0.099
C  2.1927  -0.7240  6.4796  -0.100
O  1.3253  -1.0174  5.3798  -0.181
C  1.2732  0.0350  4.4009  -0.184
C  0.3082  1.2088  4.7454  -0.158
O  0.7966  1.8585  5.9482  -0.223
C  -0.0445  2.8518  6.4991  -0.098
H  2.1663  -1.5629  7.1751  0.084
H  1.8926  0.1860  6.9991  0.073
H  3.2066  -0.6501  6.0863  0.084
H  0.8083  -0.4773  3.5585  0.106
H  2.2434  0.4039  4.0684  0.122
H  -0.6851  0.8354  4.9946  0.116
H  0.2457  1.8464  3.8636  0.104
H  0.4108  3.1483  7.4440  0.094
H  -1.0440  2.4251  6.5838  0.082
H  -0.1002  3.6733  5.7849  0.075
C  -4.8195  0.3716  -4.9750  -0.053
C  -5.6116  0.8909  -3.8035  -0.226
O  -5.0712  0.4264  -2.6094  0.052
C  -5.3536  1.0236  -1.4921  -0.397
O  -6.0418  1.9959  -1.2819  0.154
C  -4.5881  0.3759  -0.3015  -0.509
F  -3.6311  1.1935  0.0872  0.161
F  -5.4213  0.0976  0.7072  0.172
F  -3.9014  -0.7707  -0.6615  0.117
H  -3.8042  0.7559  -5.0724  0.074
H  -5.4091  0.4984  -5.8829  0.084
H  -4.7432  -0.7079  -4.8442  0.087
H  -6.5982  0.4356  -3.8902  0.138
H  -5.6465  1.9802  -3.8191  0.131
C  -4.3432  6.7600  5.9536  -0.045
C  -2.8995  6.1171  5.9291  -0.171
O  -2.9666  4.8142  5.2475  -0.019
C  -2.6316  4.6524  3.9046  -0.310
O  -2.1954  5.5350  3.1945  0.123
C  -2.7824  3.1827  3.3793  -0.523
F  -2.5649  2.3742  4.3762  0.198
F  -4.0588  3.0559  2.9384  0.165
F  -1.8717  3.0491  2.3739  0.123
H  -4.9439  6.1499  6.6282  0.075
H  -4.7553  6.7616  4.9445  0.074
H  -4.2233  7.8033  6.2454  0.074
H  -2.4620  6.0038  6.9210  0.117
H  -2.2260  6.8333  5.4585  0.108
C  2.0506  -3.5058  0.9229  -0.059
C  0.8417  -4.2945  0.5312  -0.187
O  1.1022  -4.9304  -0.7233  0.033
C  0.2364  -5.6620  -1.3365  -0.376
O  -0.8586  -6.0444  -0.8728  0.115
C  0.8042  -6.2106  -2.6694  -0.524
F  2.0956  -5.8229  -2.8081  0.143
F  0.6806  -7.5223  -2.8009  0.191
F  0.1450  -5.6250  -3.6731  0.157
H  2.3408  -2.8950  0.0680  0.066
H  2.8885  -4.1630  1.1553  0.082
H  1.8744  -2.9189  1.8243  0.085
H  0.0689  -3.5612  0.3005  0.109
H  0.5011  -4.9298  1.3488  0.137

Atoms 1-2, force components in eV/Å:
-1.2303 0.7579 -1.0770
-0.2701 -4.0312 -0.6991


Entry 6:
ORCA calculation (the ωB97M-V functional and the def2-TZVPD basis) on a structure of composition C5H11N.

Output
HOMO = -0.262 Ha
Kohn-Sham gap = 6.132 eV
energy above the lowest of the compared OMol25 structures with the same formula, charge and spin = 177.9 kcal/mol
net charge = 0

Each line ends with the Löwdin charge.
Atoms and positions in Å:
C  -0.0820  1.3570  1.2413  -0.127
C  0.6585  1.2454  -0.0996  -0.219
C  0.1219  -0.0052  -0.8156  -0.173
C  0.7098  -1.3326  -0.1887  -0.301
N  -0.0147  -1.3955  1.1329  -0.082
C  -1.2314  0.1501  -1.4741  0.007
H  0.3916  2.0389  2.0032  0.089
H  -0.0145  0.2873  1.5641  0.018
H  -1.1328  1.6558  1.1235  0.078
H  1.7201  1.1924  0.0890  0.102
H  0.4970  2.0449  -0.8715  0.121
H  1.8249  -1.3919  -0.0668  0.098
H  0.4234  -2.1742  -0.8743  0.100
H  -0.4751  -2.2930  1.1914  -0.010
H  -1.1966  0.5352  -2.4773  0.093
H  -1.8670  -0.7203  -1.3519  0.073
H  -1.1292  0.1044  -0.2398  0.134

Atoms 1-2, force components in eV/Å:
0.4301 0.3592 0.9230
-0.2857 0.7568 -2.4874